(1)
Density functional theory data (ωB97M-V/def2-TZVPD) for an isolated ion of composition C12H15FNO and charge +1.

Output
- net charge = +1
- SMILES string = C=C(C)C[C@H]1C=CC=C/C1=[N+](/F)C(C)=O
- max |F| (eV/A) = 0.82
- energy above the lowest of the compared OMol25 structures with the same formula, charge and spin (kcal per mole) = 0.00
- E (eV) = -18932.7805
- HOMO level (eV) = -13.23

Each line ends with the Löwdin charge.
Element x y z (Å)
C 3.43645 0.09583 0.11465  -0.03
C 2.91544 1.20852 -0.58052  0.04
C 2.60262 -0.69748 0.82773  0.01
C 1.59749 1.59103 -0.46474  0.04
C 1.14450 -0.49400 0.79989  -0.18
C 0.71539 0.83603 0.31646  -0.09
C 0.67164 -1.56026 -0.30507  -0.06
C -0.81223 -1.64494 -0.48297  -0.38
C -1.33602 2.21359 -0.13118  -0.40
C -1.54389 -2.44244 0.54703  -0.04
C -2.75472 2.24612 0.29612  0.04
C -1.39934 -1.08749 -1.53900  0.08
N -0.54141 1.24573 0.57307  0.08
O -0.81844 2.88242 -0.97016  0.16
F -1.23560 0.50657 1.50575  0.07
H 4.49519 -0.10335 0.07771  0.12
H 3.57897 1.80535 -1.18844  0.13
H 2.96762 -1.56847 1.35219  0.14
H 1.25743 2.49506 -0.94145  0.12
H 0.66227 -0.78791 1.73419  0.16
H 1.15828 -1.29309 -1.24049  0.13
H 1.05013 -2.52321 0.03469  0.13
H -1.37883 -2.04509 1.54675  0.08
H -1.18685 -3.47162 0.54141  0.09
H -2.61056 -2.45079 0.35270  0.09
H -3.27940 2.98283 -0.30445  0.11
H -2.83013 2.52080 1.34864  0.11
H -3.22472 1.27255 0.17382  0.10
H -0.84880 -0.52452 -2.27373  0.08
H -2.45250 -1.20776 -1.72059  0.08

Atomic forces in eV per Å
C 0.1 -0.6 0.5
C -0.7 0.0 0.2
C 0.3 0.5 -0.3
C 0.2 0.5 -0.4
C 0.0 -0.1 0.3
C -0.2 -0.2 0.3
C -0.2 0.1 -0.2
C -0.1 0.1 -0.2
C -0.5 0.2 -0.1
C 0.0 -0.1 -0.1
C -0.4 0.2 0.1
C 0.1 -0.1 0.3
N 0.7 -0.5 0.1
O 0.1 0.0 0.0
F 0.3 0.2 -0.4
H 0.1 -0.1 0.0
H 0.0 0.1 0.0
H 0.0 -0.1 0.0
H 0.0 -0.1 0.0
H 0.1 0.1 -0.1
H 0.1 0.0 0.0
H 0.1 0.0 0.0
H 0.0 0.0 0.1
H 0.0 -0.1 0.0
H -0.1 0.0 0.0
H 0.1 0.0 0.0
H 0.0 0.0 0.0
H 0.0 -0.1 0.0
H 0.2 0.1 -0.2
H -0.3 0.0 0.0

=====

(2)
Density functional theory data (ωB97M-V/def2-TZVPD) for one molecule with the formula C14H19Cl2N in a non-equilibrium geometry.

Output
- SMILES string = Clc1cccc(CN2CCCCCCC2)c1Cl
- max |F| (eV/A) = 17.81
- E (eV) = -41348.8447
- HOMO level (eV) = -7.96

Each line ends with the Löwdin charge.
Element x y z (Å)
Cl -5.43610 -1.32454 0.90910  0.60
C -4.22921 -0.15538 0.21967  -0.62
C -4.58188 1.28370 0.20523  -0.11
C -3.80113 2.10531 -0.28116  -0.11
C -2.59648 1.56971 -0.89462  -0.04
C -2.30131 0.32324 -0.70680  -0.23
C -3.23216 -0.66695 -0.10387  -0.81
Cl -2.74224 -2.18419 -0.40578  0.87
C -0.95547 0.00778 -1.37633  -0.09
N -0.06360 -0.68836 -0.25056  -0.17
C 0.16028 0.46099 0.86509  -0.11
C 1.26176 1.36523 0.53797  -0.08
C 2.77476 0.61948 0.98577  -0.25
C 3.55314 0.05440 0.11579  -0.31
H 3.26912 0.29347 -1.05461  0.17
H 4.52894 0.12967 0.33744  0.05
C 3.38345 -1.71239 0.22967  -0.11
C 1.86877 -2.11856 0.29357  -0.16
H 2.04182 -3.03550 -0.02213  0.04
C 0.95227 -1.37113 -0.70631  -0.33
H 0.45288 -2.20800 -1.50690  0.17
H 1.45933 -0.71786 -1.37101  0.08
H 1.47997 -1.81003 1.26123  0.10
H 3.78980 -1.85690 1.25205  0.10
H 3.85831 -1.82686 -0.92084  0.16
H 3.42445 1.72107 1.29991  0.17
H 2.67253 0.06563 2.03477  0.15
H 1.14957 2.32486 1.18276  0.15
H 1.33110 1.53066 -0.29822  -0.05
H -0.66646 0.77779 1.12174  0.02
H 0.43565 -0.21935 1.69204  0.11
H -1.09066 -0.78841 -2.19367  0.12
H -0.36769 0.89160 -1.72032  0.12
H -1.95487 2.36138 -1.13935  0.11
H -4.16449 3.11474 -0.24653  0.12
H -5.66414 1.68371 0.65519  0.18

Atomic forces in eV per Å
Cl -0.1 1.0 -0.2
C -15.7 5.7 6.3
C -8.1 -5.6 4.7
C 4.2 4.1 -3.4
C -2.6 4.1 2.2
C 2.7 -1.9 -1.8
C 14.7 -1.8 -6.5
Cl 0.3 -3.5 0.2
C 1.4 -3.4 2.0
N -7.4 5.9 3.0
C 7.6 -7.9 -3.0
C 1.7 -2.8 17.5
C -5.7 9.4 8.7
C 0.5 -7.9 -9.1
H 1.1 -0.3 2.9
H 3.6 0.6 0.1
C -0.4 4.9 -2.9
C 0.9 5.7 -0.2
H -0.8 -5.0 -0.4
C 2.6 -4.8 -4.2
H 1.3 1.7 1.9
H 1.9 0.3 -1.2
H 0.1 -1.3 0.3
H 0.8 -0.8 -1.3
H -0.7 -1.1 3.7
H -1.9 -2.7 -0.3
H -0.1 1.2 -2.1
H 0.4 -1.5 -1.2
H 1.3 3.5 -15.8
H -8.3 3.6 1.8
H 0.1 0.7 0.1
H 0.3 1.3 1.0
H -0.9 -0.5 -0.1
H 1.4 0.3 -1.2
H 0.8 0.7 -0.5
H 3.0 -1.7 -1.1

=====

(3)
Density functional theory data (ωB97M-V/def2-TZVPD) for C26H29B3Br60NO4P as an isolated structure in a non-equilibrium geometry.

Output
- max |F| (eV/A) = 5.52
- energy above the lowest of the compared OMol25 structures with the same formula, charge and spin (kcal per mole) = 39.48
- E (eV) = -4250977.5116
- HOMO level (eV) = -8.42

Each line ends with the Löwdin charge.
Element x y z (Å)
N -1.16379 2.45479 -3.74673  -0.31
P -1.66149 2.72308 -2.27457  0.76
B -3.35276 1.79579 -2.01409  -0.62
O -4.21589 1.51629 -3.02959  0.27
B -4.76574 0.26230 -2.77060  -0.76
O -5.93788 -0.08851 -3.35324  0.20
O -4.12323 -0.65826 -1.93987  0.32
B -3.49144 -0.07643 -0.85561  -0.55
C -2.58638 -0.91320 0.08346  -0.19
C -2.75605 -0.91786 1.47008  -0.19
C -1.95598 -1.72676 2.27872  -0.32
C -0.96239 -2.53337 1.71469  -0.21
C -0.77304 -2.46316 0.32156  -0.22
C -1.56685 -1.67487 -0.48769  -0.13
O -3.69271 1.30138 -0.74245  0.18
H -1.02846 3.32320 -4.25306  -0.11
H -0.78677 2.16740 -1.31448  -0.02
H -1.79640 4.08841 -1.92162  0.00
H -6.25604 -0.85627 -2.86165  0.13
H -3.49536 -0.27575 1.93710  0.09
H -2.01561 -1.72109 3.35531  -0.03
H -0.31444 -3.12021 2.34336  0.03
H 0.05530 -3.02180 -0.12781  0.00
H -1.39217 -1.60362 -1.55282  0.12
C 1.99941 5.41364 -5.70108  -1.63
Br 0.31370 6.29322 -5.39153  0.54
Br 3.38187 6.10005 -4.54808  0.57
Br 1.85273 3.50403 -5.57296  0.57
H 2.28909 5.64287 -6.71629  -0.03
C -1.13953 0.39679 5.85850  -1.56
Br -0.70541 2.17883 6.42039  0.57
Br -2.21695 -0.50349 7.17125  0.59
Br -1.92218 0.34532 4.09870  0.81
H -0.20554 -0.14489 5.79415  -0.08
C -2.91203 4.84991 -7.51943  -1.65
Br -1.36484 3.81129 -7.99032  0.56
Br -2.99351 5.18681 -5.62782  0.54
Br -3.01901 6.47861 -8.53971  0.58
H -3.78188 4.25816 -7.77901  -0.16
C -5.21615 1.22991 -7.98603  -1.59
Br -3.66889 0.18340 -8.43906  0.55
Br -5.26698 1.52978 -6.09203  0.71
Br -5.31851 2.86027 -9.01145  0.66
H -6.09142 0.64918 -8.23781  -0.03
C -1.33568 4.73544 1.59102  -1.60
Br -2.73630 5.80246 2.35883  0.57
Br 0.30139 4.86804 2.59671  0.58
Br -1.89642 2.90547 1.36592  0.64
H -1.13445 5.13039 0.60535  -0.04
C -4.73953 -4.69116 0.56389  -1.54
Br -4.20514 -6.54649 0.56554  0.57
Br -3.21957 -3.49797 0.59447  1.01
Br -5.94072 -4.30495 -0.90754  0.56
H -5.30521 -4.53203 1.47120  -0.03
C -0.83649 -2.63715 -7.88507  -1.62
Br 0.66697 -3.82177 -7.71604  0.56
Br -0.68792 -1.13287 -6.69751  0.56
Br -1.12417 -2.06490 -9.70668  0.57
H -1.70914 -3.19851 -7.58353  -0.02
C -5.05159 2.23640 4.01811  -1.65
Br -4.68309 3.96260 4.77420  0.56
Br -6.16317 1.16869 5.16768  0.55
Br -5.77855 2.37313 2.23910  0.59
H -4.10481 1.72614 3.93331  -0.14
C 1.95195 -4.93206 -3.74094  -1.58
Br 0.26013 -4.02829 -3.63580  0.58
Br 3.29515 -4.05139 -2.68014  0.65
Br 1.79372 -6.79501 -3.28824  0.52
H 2.27624 -4.87995 -4.77045  -0.04
C 3.69353 1.96474 6.38617  -1.60
Br 2.55744 2.78883 5.07196  0.55
Br 2.83284 1.88942 8.10633  0.53
Br 4.27342 0.22010 5.81632  0.56
H 4.57698 2.57774 6.48929  -0.02
C 6.04051 -2.18388 8.50778  -1.61
Br 4.32305 -3.05444 8.46477  0.57
Br 6.88515 -2.22083 6.78102  0.57
Br 5.93682 -0.39303 9.21079  0.57
H 6.66812 -2.75173 9.17893  -0.03
C 3.11339 0.93805 11.93852  -1.64
Br 3.42817 0.47286 13.78102  0.60
Br 1.23842 0.95899 11.51391  0.58
Br 3.96336 2.59901 11.47048  0.55
H 3.56570 0.16435 11.33478  -0.06
C 2.22143 -3.23626 -12.13171  -1.64
Br 3.39613 -1.71685 -12.24788  0.56
Br 1.88815 -3.99214 -13.87030  0.57
Br 2.89101 -4.55443 -10.90355  0.56
H 1.27184 -2.89140 -11.74705  -0.07
C -8.48085 1.08935 8.98391  -1.65
Br -8.70896 -0.07996 7.47318  0.55
Br -9.66127 0.62099 10.42766  0.58
Br -6.64473 1.15624 9.55237  0.56
H -8.75071 2.08380 8.65978  -0.03
C 5.18070 -6.13519 5.98518  -1.64
Br 6.51814 -5.66613 4.68227  0.55
Br 3.45256 -5.45218 5.50103  0.52
Br 5.13157 -8.03106 6.30677  0.59
H 5.46020 -5.66052 6.91577  -0.06
C 3.85383 2.10735 -13.85159  -1.65
Br 4.06414 2.55594 -11.99644  0.57
Br 2.08258 1.49293 -14.26957  0.57
Br 4.38377 3.57000 -14.99108  0.59
H 4.52518 1.28613 -14.05774  -0.03
C -0.80024 -4.13726 6.51026  -1.62
Br 0.60039 -2.81335 6.48836  0.57
Br -1.66183 -4.30141 4.79892  0.65
Br -0.16299 -5.83226 7.15394  0.59
H -1.54762 -3.79072 7.21019  -0.04
C 7.17358 1.89138 14.54828  -1.66
Br 8.27488 0.65233 13.57193  0.56
Br 7.38356 1.68910 16.44907  0.57
Br 7.47467 3.70572 13.98621  0.56
H 6.14503 1.65380 14.31390  -0.10
C 2.86522 -5.68991 0.39318  -1.60
Br 1.91984 -7.06956 -0.55365  0.53
Br 1.66150 -4.31997 1.02057  0.73
Br 3.93950 -6.40132 1.82131  0.57
H 3.53811 -5.22136 -0.31050  -0.11
C 4.46957 6.98908 -12.77757  -1.66
Br 2.56945 7.11807 -13.03869  0.56
Br 5.39344 8.53041 -13.46361  0.57
Br 4.90979 6.65794 -10.93434  0.55
H 4.81053 6.13306 -13.34301  -0.08

Atomic forces in eV per Å
N -0.1 0.3 0.2
P 0.4 -0.2 -1.5
B -0.8 1.2 1.1
O 0.6 -0.6 0.3
B -0.7 -0.3 -0.8
O 0.1 0.1 0.5
O 0.3 0.4 0.2
B -0.7 -0.3 0.2
C 0.2 1.2 0.2
C 0.9 0.5 0.3
C 1.0 -0.4 -0.4
C 0.0 1.7 -0.9
C 1.5 0.1 0.3
C 0.3 0.8 0.3
O 1.3 -0.3 -0.4
H 0.2 -0.2 -0.3
H -0.3 0.2 0.3
H -0.1 -0.2 0.5
H -0.2 -0.2 -0.4
H -0.2 -0.1 -0.1
H -0.5 -0.6 -0.5
H -0.1 -0.2 0.1
H -0.7 0.3 0.0
H 0.0 -0.3 -0.1
C 0.1 0.1 -0.1
Br 0.2 -0.1 0.0
Br 0.0 0.0 0.0
Br -0.1 0.0 0.1
H 0.0 0.0 0.0
C 0.1 0.2 0.2
Br -0.3 0.1 0.0
Br -0.2 0.0 0.0
Br 0.4 1.4 1.3
H 0.0 0.0 0.0
C 0.1 0.0 0.0
Br 0.0 0.0 0.0
Br -0.3 0.0 0.0
Br 0.0 0.0 0.0
H 0.2 0.2 0.2
C 0.0 -0.2 0.2
Br -0.1 0.1 -0.2
Br 0.0 0.2 -0.1
Br -0.2 -0.2 -0.1
H 0.0 0.0 -0.1
C 0.0 0.0 0.1
Br 0.1 0.1 -0.1
Br 0.0 0.0 0.0
Br 0.0 0.1 0.0
H 0.0 0.0 0.0
C 0.1 0.2 0.1
Br 0.0 0.1 0.0
Br -3.3 -4.4 -0.7
Br 0.1 0.0 0.0
H -0.1 0.0 0.0
C 0.0 0.1 0.2
Br 0.0 0.0 -0.1
Br 0.1 0.0 0.0
Br 0.1 -0.1 0.0
H 0.0 0.0 -0.1
C 0.0 0.0 0.0
Br -0.1 -0.1 0.1
Br 0.0 0.0 0.0
Br 0.0 0.0 0.0
H 0.0 0.0 0.0
C -0.2 -0.2 -0.2
Br 0.0 0.0 0.1
Br 0.1 0.1 -0.1
Br -0.2 0.3 -3.3
H 0.0 0.0 0.0
C -0.1 -0.1 0.0
Br 0.2 0.0 -0.1
Br 0.0 0.0 -0.1
Br -0.1 0.0 0.0
H 0.0 0.0 0.0
C 0.0 0.0 0.0
Br 0.0 0.1 0.0
Br 0.0 -0.1 0.0
Br 0.0 0.0 0.1
H 0.0 0.0 0.0
C 0.0 0.0 -0.1
Br 0.0 0.0 0.0
Br 0.0 0.0 0.0
Br 0.1 0.0 0.2
H 0.0 0.0 0.0
C 0.0 0.0 -0.1
Br 0.0 0.0 0.1
Br 0.0 0.0 0.0
Br 0.0 0.0 0.0
H 0.0 0.0 0.0
C 0.0 0.0 0.0
Br 0.0 0.0 0.0
Br 0.0 0.0 0.0
Br 0.0 0.0 0.0
H 0.0 0.0 0.0
C 0.0 0.1 0.0
Br 0.0 -0.1 0.0
Br 0.0 0.0 0.0
Br 0.0 0.0 0.0
H 0.0 0.0 0.0
C 0.0 -0.1 -0.1
Br -0.1 0.0 0.0
Br 0.0 0.1 0.0
Br 0.0 0.0 0.0
H 0.0 0.0 0.0
C -0.1 0.0 0.1
Br 0.2 -0.1 -0.1
Br 0.0 0.0 0.0
Br 0.0 0.1 0.0
H 0.0 0.0 0.0
C -0.1 0.0 0.0
Br 0.0 0.0 0.0
Br 0.0 0.0 0.0
Br 0.0 0.0 0.0
H 0.0 0.0 0.0
C 0.0 -0.3 0.4
Br 0.2 0.0 3.0
Br 0.6 -0.5 0.1
Br 0.1 0.0 0.0
H -0.1 0.0 0.0
C 0.0 -0.1 0.0
Br 0.0 0.0 0.0
Br 0.0 0.0 0.0
Br 0.0 0.0 0.0
H 0.0 0.0 0.0

=====

(4)
Density functional theory data (ωB97M-V/def2-TZVPD) for a 7-piece molecular cluster, CH15NO6 overall in a non-equilibrium geometry.

Output
- <S²> = 0.762
- net charge = +1
- spin multiplicity = 2
- max |F| (eV/A) = 2.07
- energy above the lowest of the compared OMol25 structures with the same formula, charge and spin (kcal per mole) = 59.10
- E (eV) = -15044.1731
- HOMO level (alpha / beta) (eV) = -13.55 / -13.53

Each line ends with the Löwdin charge.
Element x y z (Å)
C -1.45565 1.25337 2.17735  0.11
N -0.69085 0.75609 1.31765  0.17
H -1.08000 1.43055 3.19041  0.13
H -2.52449 1.39813 2.01086  0.14
H -1.06117 0.75662 0.35008  0.10
H -1.57551 1.70003 -1.93965  0.07
H -2.32568 0.30585 -1.94796  0.05
O -1.71050 0.86759 -1.48094  -0.03
H 1.72960 1.09584 0.76257  -0.06
H 2.79460 2.04212 0.28570  0.08
O 2.18382 1.35077 -0.00194  0.01
H 0.98810 -0.79293 2.91831  0.09
H 0.57231 0.47512 2.12248  0.00
O 1.35245 0.08826 2.69689  0.11
H 1.76347 -0.59600 -1.52706  0.02
H 1.99683 -0.00175 -2.94033  0.06
O 1.36684 -0.47657 -2.39128  -0.05
H -0.74625 -2.20638 -2.67247  0.02
H -0.43323 -1.01671 -3.56908  0.01
O -1.14109 -1.56081 -3.24006  -0.05
H 0.27764 -1.54538 1.04300  -0.03
H -0.50844 -2.85244 1.65526  0.06
O 0.22721 -2.47137 1.18024  -0.01

Atomic forces in eV per Å
C 0.6 -0.6 0.8
N -1.4 0.9 0.2
H -0.1 0.1 0.1
H 0.0 0.3 -0.4
H 0.5 -0.6 -1.3
H -0.2 -0.1 -0.3
H -0.1 -0.3 -0.6
O 0.6 0.4 1.5
H -0.6 -0.5 1.7
H 0.0 -0.1 -0.1
O 0.9 0.7 -1.6
H 0.5 -0.2 0.2
H 0.4 0.1 0.5
O -1.1 0.0 -0.7
H 0.3 0.2 0.0
H 0.2 0.0 0.2
O -0.3 -0.1 -0.3
H 0.6 -0.5 0.4
H 0.6 0.1 0.1
O -1.4 0.3 -0.4
H -0.9 0.9 -0.1
H -0.5 0.7 0.1
O 1.3 -1.6 -0.1

=====

Question: The lowest E belongs to which entry?
Answer: C26H29B3Br60NO4P

=====

Question: Which of these has the lowest E?
Answer: C26H29B3Br60NO4P

=====

Question: What is the E in the first record?
Answer: -18932.7805 eV

=====

Question: What is the formula in the first record?
Answer: C12H15FNO